[1]
ORCA calculation (ωB97M-V/def2-TZVPD) on a cluster of 9 separate species, C36H99N9O9 in total in a non-equilibrium geometry.

* energy relative to the best compared isomer or geometry (same formula, charge and spin): 1.387 eV
* HOMO level: -8.55 eV
* F_max: 2.11 eV/Å
* DFT total energy: -70770.923 eV
* orbital gap: 9.17 eV
* SMILES: COC[C@H](C)N.COC[C@H](C)N.COC[C@H](C)N.COC[C@H](C)N.COC[C@H](C)N.COC[C@H](C)N.COC[C@H](C)N.COC[C@H](C)N.COC[C@H](C)N
* lowest unoccupied orbital energy: 0.611 eV

Element x y z (Å)
1 O 1.3176 0.9362 -6.6773
2 O 0.7999 6.1141 6.0485
3 O 2.5371 -4.6532 0.7645
4 O 1.0399 -0.3172 -1.1009
5 O -3.6879 0.2931 0.1264
6 O 4.7227 4.5641 7.0693
7 O -2.5280 1.9303 -4.7717
8 O -2.5475 -3.0029 -5.9864
9 O -2.8803 -4.5433 5.0636
10 N -1.3460 -1.4597 -3.7757
11 N 5.6973 2.2798 5.8295
12 N -0.0968 3.5387 5.7326
13 N 1.0389 -1.0367 1.7864
14 N 0.9977 3.9840 -6.4590
15 N 3.5313 -4.5096 4.2524
16 N -1.3265 -1.5707 3.7144
17 N 0.1741 -2.0776 -6.5031
18 N -4.7206 -3.2719 -0.0448
19 C -2.5236 -3.1796 5.0091
20 C 1.7276 -0.1820 -2.3191
21 C 4.0941 2.5732 3.9775
22 C -2.1343 -0.2110 -3.6342
23 C -3.9323 -2.1298 0.4635
24 C 4.0435 5.5330 7.8327
25 C 0.9396 1.3828 2.1793
26 C -1.8321 -3.2775 -7.1733
27 C 0.4396 3.0614 -7.4926
28 C -0.9895 -3.9398 3.1649
29 C -0.9561 -2.0880 -7.4815
30 C -0.1262 5.8947 5.0201
31 C 1.0941 7.4808 6.2439
32 C 1.3183 1.8737 -7.7444
33 C -1.7507 0.4688 -2.3318
34 C -2.4329 -2.3749 0.3294
35 C 3.4325 -5.1163 2.9062
36 C -4.3940 -0.8697 -0.2577
37 C 1.5139 0.5055 -0.0718
38 C -0.0259 4.4402 4.5637
39 C 3.9523 4.0000 6.0306
40 C 2.6327 -6.4083 3.0208
41 C 0.2069 3.8652 -8.7522
42 C -4.0411 0.7759 1.3972
43 C -3.9236 1.8476 -4.9056
44 C 2.4694 0.9440 -5.8617
45 C 2.3121 -3.7288 -0.2793
46 C -3.6120 -3.8978 -5.7302
47 C 0.6718 0.2770 1.1782
48 C -1.9828 -2.8566 3.6265
49 C -3.6081 -4.8507 6.2259
50 C -1.8904 0.6786 -4.8421
51 C -1.1359 4.0583 3.5999
52 C -0.3148 -2.2022 -8.8529
53 C 4.8477 3.2421 5.1130
54 C 2.7717 -4.0892 2.0176
55 H 0.6552 2.3382 1.7386
56 H -0.0982 -1.8422 -5.5517
57 H -3.3953 -2.5387 5.2018
58 H 1.6187 7.9033 5.3786
59 H -0.8495 -1.4198 4.5950
60 H 2.9567 5.4713 7.7159
61 H 3.7772 -5.1418 5.0037
62 H 0.4858 -1.4888 -9.0239
63 H 2.0565 -1.0548 1.8248
64 H 2.6634 1.9210 -5.4086
65 H -1.1874 -4.1531 -7.0262
66 H 0.9324 4.2855 4.0631
67 H 2.8164 -2.7794 -0.0468
68 H 4.3096 6.5308 7.4505
69 H -0.8038 0.7974 -4.9251
70 H 1.5681 -6.1733 3.0341
71 H -0.2552 -4.1353 3.9533
72 H 3.1435 2.1264 4.2760
73 H 1.2490 -3.4554 -0.3244
74 H 0.1239 6.5366 4.1573
75 H -4.0078 -3.6509 -4.7503
76 H 1.7241 3.5052 -5.9500
77 H -4.6463 -4.5308 6.0969
78 H 1.3247 1.5528 -0.3710
79 H 3.2344 3.3038 6.5008
80 H 3.8214 3.3297 3.2351
81 H -1.4864 -1.1399 -7.3404
82 H 4.4541 -5.2844 2.5445
83 H -0.5772 -1.4003 3.0421
84 H -3.4168 1.6539 1.6069
85 H 0.1545 8.0083 6.4315
86 H -1.8322 -2.0859 -4.4219
87 H -1.4967 -4.8876 2.9749
88 H -0.9773 4.5821 2.6510
89 H 0.6863 3.7299 6.3440
90 H -0.0222 -3.2290 -9.0756
91 H 1.9709 1.3958 2.5317
92 H 2.9487 -7.0051 3.8744
93 H 4.3613 5.4627 8.8691
94 H -1.7698 -3.0016 5.7899
95 H 5.5188 3.9650 4.6184
96 H -2.1517 0.1634 -5.7806
97 H 1.1353 4.1685 -9.2353
98 H -4.2862 2.8575 -5.1011
99 H -3.2046 -0.4607 -3.5797
100 H 2.5864 0.3890 0.1349
101 H -0.4045 4.7240 -8.4741
102 H 0.3193 1.1971 3.0586
103 H -3.6297 -5.9272 6.4036
104 H 3.4140 -3.1911 2.0380
105 H 2.3338 0.2381 -5.0445
106 H 3.3547 0.6574 -6.4412
107 H -1.8608 -1.5648 0.8088
108 H -0.5124 2.7100 -7.0870
109 H -2.1428 4.3846 3.8862
110 H 1.6725 0.8342 -2.7314
111 H -0.9608 3.7310 6.2262
112 H -4.4003 1.5251 -3.9705
113 H 2.7937 -7.0283 2.1360
114 H 3.3307 4.7273 5.4911
115 H -4.2629 1.1865 -5.7105
116 H -1.4290 -1.9278 -2.8769
117 H -4.2426 -0.9698 -1.3339
118 H -1.0954 -2.0031 -9.6023
119 H -2.0850 -2.3862 -0.7066
120 H 0.7508 -1.2991 -6.8087
121 H 2.7966 -0.4206 -2.2056
122 H -2.0859 -3.2350 0.9045
123 H -2.8201 -2.9094 2.9223
124 H -5.0328 1.2489 1.3829
125 H -3.8572 0.0674 2.2051
126 H -1.1849 2.9816 3.4661
127 H 1.3929 4.7991 -6.9092
128 H -1.1644 6.1372 5.2912
129 H -4.3419 -3.8984 -6.5448
130 H -4.4997 -4.0840 0.5240
131 H 1.8412 -3.7429 2.4928
132 H -1.6452 -0.2500 -1.5231
133 H 0.8196 -1.7207 1.0630
134 H -5.4527 -0.7739 0.0169
135 H 1.7775 7.5729 7.0855
136 H -0.3794 3.2809 -9.4657
137 H 4.7193 1.8381 3.4720
138 H -0.4373 -3.5928 2.2917
139 H -4.1270 -2.0322 1.5348
140 H 2.3556 2.1380 -7.9957
141 H 0.9757 1.3513 -8.6475
142 H 6.4188 2.7981 6.3193
143 H -0.8419 1.0727 -2.3623
144 H -4.3146 -3.5030 -0.9501
145 H 6.2180 1.7118 5.1703
146 H -3.0811 -4.4302 7.0907
147 H 2.6677 -4.1047 -1.2324
148 H 4.3081 -3.8544 4.2363
149 H -2.5352 1.1870 -2.0848
150 H -2.5037 -3.4746 -8.0219
151 H -3.2241 -4.9278 -5.6964
152 H -0.3945 0.2359 0.9538
153 H 1.2916 -0.9018 -3.0093


[2]
ORCA calculation (ωB97M-V/def2-TZVPD) on a cluster of 9 separate species, C36H99N9O9 in total in a non-equilibrium geometry.

* energy relative to the best compared isomer or geometry (same formula, charge and spin): 1.158 eV
* HOMO level: -8.68 eV
* F_max: 2.27 eV/Å
* DFT total energy: -70771.151 eV
* orbital gap: 9.14 eV
* SMILES: COC[C@H](C)N.COC[C@H](C)N.COC[C@H](C)N.COC[C@H](C)N.COC[C@H](C)N.COC[C@H](C)N.COC[C@H](C)N.COC[C@H](C)N.COC[C@H](C)N
* lowest unoccupied orbital energy: 0.461 eV

Element x y z (Å)
1 O -4.8622 0.7787 0.3745
2 O 2.4683 1.7152 7.0226
3 O -3.1193 0.4276 4.9891
4 O -2.8683 -2.6732 -6.6944
5 O 3.9175 0.0732 3.9592
6 O 3.7033 1.6403 -2.7146
7 O -1.8817 -3.0554 -1.9364
8 O 0.2263 3.4120 -6.4537
9 O 0.1483 -0.0346 1.0181
10 N -4.0449 -2.9887 6.1115
11 N 4.1412 3.9570 9.4389
12 N 3.7703 -0.9387 -4.2386
13 N -0.7529 2.5501 -2.9622
14 N 1.0973 0.3097 -2.5213
15 N 1.7193 -2.5646 2.5844
16 N -3.7893 1.8297 -3.0056
17 N 0.0605 -6.2234 -2.1451
18 N -1.7797 -0.6335 -3.9122
19 C 1.0990 -0.2464 -1.1440
20 C 4.6060 0.2220 -4.5404
21 C -4.0613 0.7706 -0.7829
22 C -5.4915 -1.0220 5.8081
23 C -1.6963 -1.2525 -5.2215
24 C 1.6632 1.9328 5.8909
25 C -0.3495 -1.9823 -5.4022
26 C -0.6266 3.2670 -7.5613
27 C 3.2975 -2.6256 4.4619
28 C 3.5709 2.6916 8.9226
29 C 0.4888 0.7200 -0.1222
30 C -1.7980 -2.5483 -0.6125
31 C -4.7052 1.6570 -1.8374
32 C -0.0846 -4.8247 -1.7263
33 C -1.5324 -4.4058 -2.1209
34 C -4.1831 -1.7059 5.4191
35 C -6.0769 1.2628 -2.3263
36 C -0.3352 3.4078 -4.0760
37 C -3.9981 -3.4025 -7.0901
38 C 0.9348 4.1814 -3.6142
39 C 3.3067 -0.6329 2.9101
40 C 1.0313 -4.0154 -2.3970
41 C 4.0251 1.0705 -5.6617
42 C 3.9522 2.5570 -1.6800
43 C -3.0133 -0.7784 5.7509
44 C -2.8879 -2.1856 -5.3759
45 C -0.0665 2.5789 -5.3169
46 C -0.4654 0.6722 2.0663
47 C 4.7260 1.1535 3.5666
48 C 2.6532 2.0909 9.9787
49 C -4.2891 0.0541 1.4361
50 C 4.8464 1.0430 -3.2672
51 C 2.4142 -0.9124 -0.7266
52 C 2.8216 2.9389 7.6159
53 C 2.4395 -1.7547 3.5596
54 C -2.0853 1.3073 5.3480
55 H 3.3752 -1.3253 -5.0841
56 H -2.0262 -1.2211 5.5686
57 H -0.2122 -2.2592 -6.4518
58 H -5.4780 0.0419 5.5746
59 H 1.5519 1.0340 5.2885
60 H 3.0340 -0.6913 -3.6010
61 H -0.5346 -6.8538 -1.6079
62 H 0.8300 4.5875 -2.6063
63 H -0.3727 1.2291 -0.5639
64 H -1.1526 0.9503 4.8934
65 H 2.6469 0.0098 2.3097
66 H 4.7657 3.7613 10.2101
67 H 3.2250 1.9113 10.8894
68 H -5.6942 -1.1018 6.8798
69 H -0.3346 -6.4166 -3.0651
70 H -4.9302 -2.8305 -7.0715
71 H 5.0516 1.6691 4.4696
72 H 4.0832 -1.0407 2.2477
73 H 3.4685 3.5269 6.9492
74 H 0.4152 -1.2191 -5.2347
75 H -0.8621 1.8406 -5.4510
76 H 4.6890 4.4583 8.7502
77 H 1.9191 3.5338 7.8086
78 H -6.0581 0.5587 -3.1657
79 H -2.2837 -5.0392 -1.6367
80 H 1.7874 3.5058 -3.6684
81 H 3.2198 1.7446 -5.3541
82 H -1.0963 4.1672 -4.2937
83 H 4.4561 2.0839 8.7144
84 H 3.6552 -2.0953 5.3426
85 H 4.7440 1.7883 -6.0737
86 H 2.6862 -1.6315 -1.4967
87 H -4.1136 -0.9813 1.1223
88 H 5.4557 0.4017 -2.6132
89 H 0.9079 2.0845 -5.2766
90 H 1.7903 2.7274 10.1660
91 H 5.6131 1.7814 -3.5492
92 H 0.6587 2.2569 6.1897
93 H 0.2970 1.2920 2.5583
94 H -3.0248 -0.4976 6.8122
95 H 5.5752 -0.1443 -4.8931
96 H -2.6273 -2.9510 -0.0227
97 H 0.5262 1.1695 -2.6139
98 H -0.9680 3.1615 -2.1773
99 H 1.2439 1.4784 0.1322
100 H -4.0329 -2.8377 7.1164
101 H 0.7771 -2.9608 -2.5238
102 H -0.3116 4.0123 -8.2919
103 H 4.4025 2.0053 -0.8413
104 H -3.9322 -0.2609 -1.1392
105 H -4.1167 -4.2790 -6.4389
106 H -4.2880 2.2110 -3.8020
107 H -1.8386 -0.4777 -5.9795
108 H -1.5683 -4.5720 -3.2002
109 H 1.6597 -1.2206 4.1097
110 H 4.6430 3.3708 -1.9148
111 H 2.0491 0.7082 -2.6012
112 H -1.1938 1.3848 1.6571
113 H -6.3772 -1.4452 5.3327
114 H -6.6453 2.0960 -2.7442
115 H -2.1872 2.3519 5.0496
116 H 3.6206 0.4878 -6.4909
117 H 0.4230 -1.1009 -1.2750
118 H 2.0281 2.7176 5.2192
119 H 4.1763 -2.9636 3.9046
120 H -3.5703 0.8695 -3.2907
121 H 1.2190 -1.8973 2.0035
122 H 2.3377 -3.0660 1.9532
123 H 1.0594 5.0609 -4.2473
124 H -4.7208 2.6571 -1.3939
125 H -3.0467 1.1422 -0.5902
126 H 1.2167 -4.4319 -3.3869
127 H -4.1471 -1.9723 4.3617
128 H -0.5783 2.2703 -8.0116
129 H 2.2057 -1.4023 0.2217
130 H -4.9527 0.0198 2.2989
131 H -3.3678 0.5201 1.7879
132 H 2.2842 1.1298 9.6168
133 H -3.1655 -3.4447 5.8957
134 H 3.0022 2.9381 -1.3104
135 H 0.0562 -4.7670 -0.6475
136 H -1.8260 -1.4623 -0.5959
137 H -2.8699 -2.9987 -4.6352
138 H -6.6700 0.7560 -1.5602
139 H -0.2255 -2.8489 -4.7607
140 H -3.8175 -3.7996 -8.0871
141 H -1.6958 2.2057 -3.1810
142 H 5.6407 0.8712 3.0367
143 H -0.8544 -2.8707 -0.1660
144 H 4.1578 1.8675 2.9619
145 H 3.2295 -0.1968 -0.5938
146 H -3.8263 -1.6463 -5.1820
147 H -0.9954 0.0220 2.7579
148 H 1.9288 -4.0830 -1.7854
149 H -1.7004 -1.3154 -3.1546
150 H 2.7766 -3.5233 4.7958
151 H -1.6682 3.4959 -7.3051
152 H -1.9111 1.3843 6.4282
153 H -0.9791 -0.0327 -3.7313


[3]
ORCA calculation (ωB97M-V/def2-TZVPD) on a structure of composition C37H20N9OSW.

* energy relative to the best compared isomer or geometry (same formula, charge and spin): 0.051 eV
* HOMO level (alpha / beta): -12.85 / -12.84 eV
* charge: +2
* F_max: 0.97 eV/Å
* DFT total energy: -66799.306 eV
* orbital gap (alpha / beta): 4.94 / 4.64 eV
* spin multiplicity: 2
* lowest unoccupied orbital energy (alpha / beta): -7.910 / -8.207 eV

Element x y z (Å)
1 W 0.1349 0.4147 -0.1890
2 S 3.0205 1.3192 2.2779
3 O 1.4682 -0.5908 0.7130
4 N 1.4519 0.4457 -3.0692
5 N 0.2105 -1.0005 -1.7333
6 N 1.5781 1.8811 -1.0905
7 N 0.8660 3.3335 0.7755
8 N -1.2556 -2.7269 -1.0394
9 N -1.3677 -0.8218 0.5153
10 N -0.2467 1.4476 1.5872
11 N -1.8574 0.1433 2.7371
12 N 1.5181 -0.8522 2.0708
13 C -0.7687 3.2846 5.7711
14 C -4.4703 -4.0854 1.6241
15 C -0.4522 1.8236 -2.2118
16 C -2.8878 2.9963 -1.6566
17 C 0.9309 -2.3887 3.7507
18 C -0.9729 1.1607 2.6489
19 C 1.0328 -0.7377 -2.8870
20 C 0.0016 -4.1506 -3.5278
21 C -1.2099 2.2119 4.9998
22 C -0.6182 2.6359 -1.0811
23 C 2.2196 -0.4129 4.2512
24 C -1.7405 -2.0655 -0.0263
25 C -1.5263 1.5604 -3.0922
26 C 0.6950 -4.4974 -4.6862
27 C -2.0394 -0.6954 1.7675
28 C 0.9293 -2.0265 2.4505
29 C -2.9890 -1.7950 1.8884
30 C -3.5236 -3.8032 0.6421
31 C 0.5685 4.1732 3.9408
32 C -0.7320 2.1381 3.7059
33 C 0.9163 1.3392 -2.1562
34 C -0.3204 -2.2093 -1.8473
35 C -2.7211 2.1621 -2.8004
36 C -4.6602 -3.2406 2.7170
37 C 0.2225 -2.8847 -3.0254
38 C 2.2422 -0.0059 2.8669
39 C 1.7644 -2.3158 -4.8130
40 C 0.0993 4.2410 5.2543
41 C 1.5875 -1.5300 4.6809
42 C 0.6604 2.6293 -0.3942
43 C 1.5555 -3.6027 -5.3123
44 C -3.9115 -2.0781 2.8782
45 C 0.3917 2.7353 1.7866
46 C 1.0896 -1.9811 -3.6583
47 C -1.8643 3.2391 -0.7838
48 C -2.8015 -2.6351 0.7996
49 C 0.1441 3.1031 3.1847
50 H -0.6747 -4.8414 -3.0459
51 H -4.0459 -1.4325 3.7336
52 H -5.4042 -3.4990 3.4575
53 H 1.2406 4.9193 3.5423
54 H 0.5228 -2.6185 1.6435
55 H -1.1070 3.3808 6.7934
56 H -3.5668 2.0177 -3.4587
57 H -1.9819 3.8814 0.0776
58 H 2.4283 -1.6209 -5.3063
59 H -3.3620 -4.4617 -0.1985
60 H 2.0742 -3.9118 -6.2090
61 H -1.8894 1.4722 5.3979
62 H 1.6086 -1.7909 5.7297
63 H -5.0695 -4.9812 1.5409
64 H 2.7650 0.2311 4.9261
65 H -1.3949 0.9372 -3.9664
66 H 0.5624 -5.4828 -5.1102
67 H 0.4143 5.0600 5.8858
68 H -3.8529 3.4556 -1.4921
69 H 0.4782 -3.3202 4.0506


[4]
ORCA calculation (ωB97M-V/def2-TZVPD) on a structure of composition C37H21MgN5O5S.

* energy relative to the best compared isomer or geometry (same formula, charge and spin): 0.010 eV
* HOMO level (alpha / beta): -2.05 / -0.50 eV
* charge: -2
* F_max: 0.19 eV/Å
* DFT total energy: -72681.562 eV
* orbital gap (alpha / beta): 6.04 / 3.95 eV
* lowest unoccupied orbital energy (alpha / beta): 3.986 / 3.449 eV

Element x y z (Å)
1 S -4.6672 6.7725 -0.9886
2 Mg -1.8802 -0.4357 -0.3323
3 O -4.4957 -5.9268 0.3464
4 O -4.2494 -4.4541 -2.1827
5 O -2.8586 -1.8455 -1.5026
6 O -3.3158 -4.2794 2.4929
7 O -2.3805 -1.7403 1.1758
8 N -0.0072 -0.0368 2.0891
9 N -4.4390 5.8215 0.3655
10 N -4.1598 5.7008 -2.1648
11 N -2.4962 1.1307 -1.8152
12 N -2.7637 1.2660 0.8337
13 C -3.9553 4.6587 -0.0955
14 C 2.3367 -0.5835 3.4829
15 C -3.7781 3.5097 2.1207
16 C 4.3426 -4.8192 -1.6702
17 C 2.8351 -0.9059 -0.8323
18 C 4.6883 -2.4383 -1.5637
19 C 5.1609 -3.7110 -1.8414
20 C 1.2719 -1.4677 3.5143
21 C -2.9554 2.2909 -1.3061
22 C 3.6777 0.2085 -0.4112
23 C -2.9447 -2.7621 0.6504
24 C -3.1950 -2.8110 -0.7450
25 C -3.3065 3.3911 -2.1140
26 C -3.4481 2.3794 2.8245
27 C -3.8612 -4.0685 -1.0913
28 C -3.6159 3.5294 0.7239
29 C 3.0367 -4.6359 -1.2291
30 C 5.1854 2.3994 0.5252
31 C 3.9864 2.6039 -0.1507
32 C 5.6242 1.0989 0.7379
33 C -3.1054 2.3618 0.1231
34 C 1.0235 0.8030 2.0659
35 C 0.2383 -0.5386 -0.8963
36 C -3.1571 3.2336 -3.5044
37 C 0.1204 -1.1559 2.8016
38 C -3.8008 4.5906 -1.5014
39 C -2.3729 1.0030 -3.1164
40 C -3.9927 -4.8300 0.2117
41 C -2.6958 2.0430 -4.0054
42 C -3.3946 -3.9796 1.3076
43 C -2.9372 1.2657 2.1367
44 C 4.8858 0.0206 0.2783
45 C 3.2446 1.5306 -0.6082
46 C 2.2131 0.5811 2.7432
47 C 2.5596 -3.3674 -0.9536
48 C 1.4622 -0.7120 -0.9145
49 C 3.3794 -2.2375 -1.1025
50 H -0.7288 -1.8296 2.7631
51 H 3.0241 1.2932 2.6579
52 H 4.7126 -5.8135 -1.8888
53 H -3.4199 4.0641 -4.1472
54 H -4.1718 4.3941 2.6054
55 H -2.5781 1.8876 -5.0695
56 H 1.3273 -2.3979 4.0645
57 H 3.6228 3.6108 -0.3185
58 H -2.6624 0.3533 2.6494
59 H 2.3803 -5.4878 -1.1005
60 H 1.5388 -3.2236 -0.6229
61 H 5.2264 -0.9842 0.4910
62 H 5.3317 -1.5837 -1.7303
63 H -2.0129 0.0440 -3.4696
64 H 6.1741 -3.8352 -2.2068
65 H 0.9017 1.6850 1.4461
66 H 3.2553 -0.8051 4.0140
67 H -3.5719 2.3274 3.8980
68 H 2.3021 1.6895 -1.1173
69 H 6.5442 0.9181 1.2822
70 H 5.7617 3.2418 0.8879